Entry 1:
Entry from OMol25: a structure of composition C41H34BrCdN4O2P (ωB97M-V/def2-TZVPD).

Calculated values
- M (u) = 838.0
- highest occupied orbital energy (eV) = -7.2
- multiplicity = 1
- relative energy (zero: lowest compared OMol25 entry of this formula, charge and spin) (kcal per mole) = 0.0
- net charge = 0

Last column: Mulliken charge in e.
Atoms and positions in Å:
C: 5.548 -4.384 -1.883  -0.49
C: -4.936 -3.536 -0.880  -0.37
C: -3.142 0.352 4.247  -0.49
H: 0.728 0.586 4.632  0.62
H: 0.631 2.856 4.114  0.52
C: -3.239 -2.279 -2.037  0.58
C: 0.609 3.846 -1.599  -0.07
C: 0.918 3.496 0.764  0.99
C: -2.302 0.602 3.140  -0.23
H: -2.091 3.662 -2.212  0.21
H: 5.146 -6.345 -2.730  0.33
C: 0.959 3.354 3.221  -0.55
H: -5.780 -3.537 -0.160  0.34
H: -2.837 -0.349 -2.873  0.04
C: 3.580 -1.780 2.084  -0.52
C: 0.288 3.116 -0.476  -1.76
H: -5.084 -5.654 -1.309  0.38
H: -3.133 -5.532 -3.001  0.32
C: 3.181 -3.537 -3.205  -0.55
H: 4.519 -0.553 -2.271  0.41
N: -5.119 3.619 -1.115  -0.03
H: 0.183 -1.601 2.371  0.44
H: -6.102 3.849 -1.101  0.20
H: 6.479 -4.676 -1.370  0.35
C: 3.610 -4.834 -3.316  -0.54
H: -4.202 0.236 4.025  0.43
C: 3.836 -0.428 1.788  -0.62
H: 4.391 -2.487 2.050  0.41
C: -3.538 -4.661 -2.466  -0.68
C: 5.185 -3.052 -1.883  -0.62
C: 2.361 -0.645 -2.277  0.11
C: -3.028 3.565 -1.709  -0.33
H: 2.996 5.981 -0.421  0.34
C: -4.209 4.242 -1.894  -0.54
C: 3.655 -1.206 -2.322  -0.79
N: -0.031 -0.659 -2.179  -0.45
P: 0.054 1.153 1.874  0.37
C: -0.357 0.586 4.545  -0.55
O: -2.439 -0.305 -0.900  -0.75
H: 1.136 -2.414 -2.297  0.45
C: 4.778 -5.297 -2.640  -0.44
H: -3.184 0.278 6.452  0.37
H: -2.300 -3.419 -3.712  0.59
C: 2.773 0.466 1.652  -0.31
C: -2.407 -0.991 -2.082  0.43
C: 1.797 4.594 0.809  0.81
C: 1.217 -1.284 2.256  -0.51
H: -3.843 -0.629 -0.556  0.36
C: -2.987 -3.423 -2.861  -0.55
C: -4.577 -4.716 -1.521  -0.57
H: -4.451 5.079 -2.555  0.38
H: 2.327 -3.167 -3.729  0.65
H: 1.851 5.385 -2.432  0.44
H: 2.948 5.890 2.167  0.34
C: -2.579 0.414 5.543  -0.56
H: 2.029 -3.222 2.466  0.46
C: -0.957 0.811 3.307  0.55
C: 3.965 -2.624 -2.459  0.74
H: 1.975 4.989 4.264  0.33
Cd: -0.921 1.249 -0.486  1.57
O: -4.690 -1.203 -0.441  -0.67
C: 0.609 2.815 1.993  0.71
C: 1.605 4.864 -1.533  -0.55
H: 2.964 1.476 1.345  0.41
C: 1.478 0.051 1.912  0.47
H: 0.204 3.585 -2.570  0.55
C: -4.274 -2.333 -1.062  -0.26
C: 2.281 -2.208 2.266  -0.82
C: -1.204 0.566 5.654  -0.68
H: -0.915 -2.377 -2.821  0.24
C: 1.136 -1.288 -2.219  -0.35
N: -3.204 2.625 -0.710  -0.07
C: -4.485 2.664 -0.400  -0.56
H: 3.046 -5.549 -3.937  0.34
H: 4.837 -0.107 1.524  0.42
H: -4.987 1.956 0.266  0.47
C: 2.226 5.061 2.113  -0.86
C: 2.191 5.245 -0.356  -0.94
H: -2.744 0.608 2.133  0.06
Br: 2.296 1.285 -2.202  -0.09
H: -0.709 0.511 6.625  0.37
C: 1.738 4.522 3.265  -0.84
N: -1.055 -1.450 -2.374  0.29
H: 5.772 -2.351 -1.324  0.38

***

Entry 2:
Entry from OMol25: a cluster of 6 separate species, C43H46N6O13 in total (ωB97M-V/def2-TZVPD).

Calculated values
- M (u) = 854.9
- highest occupied orbital energy (eV) = -8.2
- multiplicity = 1
- relative energy (zero: lowest compared OMol25 entry of this formula, charge and spin) (kcal per mole) = 0.0
- net charge = 0
- SMILES = C=CC(=O)OCCCCCC[C@H]1CNC(=O)C1.O=[N+]([O-])c1ccccc1.O=[N+]([O-])c1ccccc1.O=[N+]([O-])c1ccccc1.O=[N+]([O-])c1ccccc1.O=[N+]([O-])c1ccccc1

Last column: Mulliken charge in e.
Atoms and positions in Å:
H: -8.909 6.335 -5.956  0.45
C: 4.280 0.477 -4.735  0.43
H: -7.748 6.355 -8.138  0.37
O: 3.949 -0.673 2.271  -0.59
C: 0.470 0.099 -1.312  0.57
C: 1.224 0.371 1.055  -0.77
C: 2.241 3.668 -5.594  -1.15
C: 2.746 2.254 -5.976  -0.55
C: -2.744 -1.742 4.092  -0.34
H: 1.958 -10.022 6.353  0.45
O: -7.218 5.310 -2.624  -0.60
O: -2.712 5.704 -3.649  -0.66
H: 3.352 -2.573 5.586  0.49
H: 1.944 1.560 -5.736  0.25
C: -7.215 6.056 -7.246  -0.39
O: -9.039 5.932 -3.582  -0.61
C: -5.841 5.286 -4.954  -0.24
C: 2.050 -9.486 7.286  -0.41
C: 2.581 -10.104 8.405  -0.42
H: 3.591 0.849 -2.691  0.02
H: 0.030 -0.003 4.993  0.50
H: -5.109 5.873 0.458  0.39
H: 0.464 -2.105 6.216  0.40
H: -4.153 5.009 -6.235  0.42
H: 3.114 -9.890 10.471  0.38
N: 3.829 -1.172 3.369  1.08
C: 2.424 -4.470 2.355  -0.75
C: 3.285 -2.536 3.444  -0.06
H: 1.411 0.666 -3.393  -0.05
N: -2.088 0.545 3.467  1.12
N: 4.185 -1.127 -2.950  -0.35
C: 4.386 0.312 -3.208  -0.82
O: -0.134 -0.852 -1.744  -0.58
H: 2.163 -4.999 1.449  0.42
H: -2.452 2.566 1.022  0.55
H: -1.530 2.913 -1.242  0.77
O: -1.248 1.418 3.547  -0.60
H: 2.613 2.681 -3.216  0.46
O: 0.774 -6.334 6.295  -0.53
C: 0.785 1.519 -3.136  -0.17
H: 2.530 -0.177 -0.521  0.40
H: 1.779 -6.051 3.653  0.35
H: 0.477 -0.220 1.579  0.29
C: -3.835 4.195 0.877  -0.54
C: -2.493 -2.919 4.777  -0.55
H: -4.242 4.032 1.866  0.43
H: 3.127 -2.728 1.314  0.55
C: 3.404 -0.695 -5.222  -0.74
C: -2.310 3.558 -0.865  -0.54
H: 5.292 0.216 -5.058  0.45
H: 1.738 1.170 1.575  0.25
C: 1.541 2.854 -3.246  -0.85
O: -1.435 3.998 -3.379  -0.57
H: 2.911 -11.132 8.345  0.37
H: 1.280 3.419 -2.355  0.66
C: -3.810 5.435 -1.182  -0.30
H: 2.401 -0.483 -5.572  0.27
N: 1.096 -7.503 6.194  1.00
N: -7.864 5.630 -3.600  1.00
C: 2.965 -3.197 2.273  -0.31
H: -0.059 1.554 -3.820  0.30
H: 1.752 4.068 -6.485  0.39
H: 3.075 4.328 -5.358  0.39
C: 2.694 -9.405 9.600  -0.44
C: -0.673 -0.821 4.940  -0.20
C: 3.090 -3.110 4.687  -0.62
O: -3.112 0.627 2.820  -0.62
O: 1.004 -8.152 5.174  -0.60
H: 4.260 2.635 -4.510  0.58
C: 1.163 3.661 -4.504  -0.91
H: -1.152 -3.969 6.079  0.39
H: -5.373 5.684 -8.279  0.38
C: -7.170 5.657 -4.899  0.04
C: -5.880 5.680 -7.323  -0.45
O: 0.258 1.358 -1.796  -0.17
H: -5.311 4.991 -4.062  0.44
H: 2.355 -7.544 10.612  0.37
C: 1.739 -7.457 8.567  -0.24
H: -3.635 -1.632 3.493  0.47
H: 1.017 4.694 -4.192  0.37
H: -4.185 6.234 -1.803  0.48
C: 2.270 -8.085 9.681  -0.51
C: 4.094 1.900 -5.297  -1.19
H: 4.878 2.069 -6.031  0.41
H: 5.348 0.612 -2.806  0.50
C: -1.342 -3.049 5.543  -0.50
H: 2.381 -4.840 5.720  0.47
C: -2.813 4.589 -1.636  -0.11
H: 2.920 2.263 -7.050  0.53
H: 5.016 -1.638 -3.242  0.33
H: 4.021 -1.291 -5.886  0.42
C: -7.871 6.046 -6.026  -0.46
H: 0.227 3.319 -4.930  0.44
C: -1.829 -0.711 4.189  -0.09
H: -3.198 -3.737 4.713  0.39
C: 3.174 -1.482 -3.920  0.29
H: 1.408 -6.431 8.619  0.46
C: 1.508 0.087 -0.250  -0.10
C: 2.546 -4.382 4.759  -0.15
N: -2.279 4.780 -2.988  1.09
O: 2.252 -2.218 -3.701  -0.53
C: 2.211 -5.061 3.593  -0.26
C: 1.641 -8.170 7.386  0.14
C: -2.828 3.365 0.403  -0.40
O: 4.098 -0.613 4.414  -0.63
C: -5.193 5.298 -6.178  -0.34
C: -0.433 -2.002 5.622  -0.38
C: -4.324 5.229 0.087  -0.64

***

Entry 3:
Entry from OMol25: the ion C8H21IN2S with charge +2 (ωB97M-V/def2-TZVPD).

Calculated values
- M (u) = 304.2
- highest occupied orbital energy (eV) = -16.6
- multiplicity = 1
- relative energy (zero: lowest compared OMol25 entry of this formula, charge and spin) (kcal per mole) = 0.0
- net charge = +2
- SMILES = CC(C)(C[NH3+])[C@](C)(S)[C@@](C)([NH3+])I

Last column: Mulliken charge in e.
Atoms and positions in Å:
I: 3.247 0.553 0.100  0.28
H: -2.773 1.073 -0.115  0.59
H: 0.858 -1.418 -2.453  0.59
C: 1.582 -1.402 1.806  -1.33
H: -1.140 -2.417 -1.475  0.33
H: 2.515 -1.865 2.128  0.50
C: 1.693 -1.011 0.353  -0.61
H: -0.008 0.829 2.113  0.42
H: -1.859 2.994 -0.403  0.37
N: -0.996 2.979 0.160  -0.04
C: 0.234 -0.657 -0.506  0.86
N: 2.226 -2.218 -0.363  0.08
H: 0.777 -2.114 1.972  0.34
H: -0.536 3.894 0.073  0.41
H: 1.349 0.245 -2.133  0.43
H: 0.864 2.021 0.216  0.38
C: -0.091 1.886 -0.290  -1.38
H: -1.750 0.966 1.891  0.68
H: 1.417 -2.891 -0.408  0.32
C: -0.675 0.497 0.058  1.59
C: 0.558 -0.487 -1.978  -1.98
H: 0.062 1.999 -1.364  0.42
C: -0.861 0.424 1.580  -2.41
H: -1.252 2.829 1.149  0.35
H: -2.491 -0.603 -0.407  0.61
H: 1.431 -0.550 2.455  0.35
H: -2.070 0.571 -1.649  0.39
H: 2.560 -2.007 -1.313  0.38
H: 3.005 -2.639 0.161  0.42
S: -0.656 -2.294 -0.242  -0.10
C: -2.074 0.383 -0.580  -2.07
H: -1.021 -0.600 1.899  0.41
H: -0.319 -0.147 -2.522  0.41

***

Entry 4:
Entry from OMol25: a structure of composition C34H30BrF6N7O3PRhSTe (ωB97M-V/def2-TZVPD).

Calculated values
- M (u) = 1072.1
- ⟨S²⟩ = 0.765
- highest occupied orbital energy (alpha / beta) (eV) = -5.2 / -5.2
- multiplicity = 2
- relative energy (zero: lowest compared OMol25 entry of this formula, charge and spin) (kcal per mole) = 15.9
- net charge = -1

Last column: Mulliken spin population.
Atoms and positions in Å:
C: 0.072 1.408 6.491  0.00
C: 2.525 -2.859 2.741  -0.07
H: 3.826 -0.204 -0.228  0.00
H: 0.493 -3.196 -7.111  0.00
H: -2.468 4.251 4.859  0.00
C: 2.861 -4.137 2.295  0.00
H: -5.369 3.588 2.013  0.00
N: -4.311 1.816 1.764  0.00
H: -0.120 3.175 -3.396  0.00
C: -2.149 3.310 0.852  0.00
H: -0.027 1.161 -4.833  0.00
Br: 0.430 -2.013 -11.964  0.00
H: -3.434 3.480 6.124  0.00
H: -3.595 2.964 4.420  0.00
C: -0.047 -0.090 -8.327  0.00
C: 3.254 -3.314 0.093  0.00
C: -0.208 2.056 -1.573  -0.01
O: -0.106 -1.460 0.260  0.05
H: -6.208 1.610 2.572  0.00
H: 2.530 -1.728 4.587  0.00
H: 2.851 -4.957 3.006  0.00
C: -4.415 3.180 1.703  0.00
F: 0.278 4.074 4.480  0.00
H: -5.812 0.406 1.324  0.00
N: 0.317 0.580 5.475  0.00
F: 0.899 3.021 2.538  0.00
C: 2.166 -2.678 4.191  0.02
C: 0.368 -2.406 -7.838  0.00
N: 0.047 -1.702 -5.239  0.00
F: 1.076 5.310 2.727  0.00
C: 3.211 -4.386 0.978  0.00
C: -0.020 -2.695 -1.747  0.01
H: -5.094 0.268 2.927  0.00
C: -0.149 -0.263 -1.774  0.00
C: 3.532 -5.778 0.507  0.00
C: -0.982 2.296 6.482  0.00
H: 0.086 -3.573 -3.692  0.00
H: -0.245 0.912 -7.968  0.00
C: -3.117 1.190 1.422  -0.03
H: 3.261 -1.290 -1.498  0.00
C: 3.034 -0.904 -0.505  0.03
S: -0.288 -0.428 3.077  0.02
C: -3.401 3.942 1.280  0.00
F: 2.163 2.776 4.426  0.00
C: -0.522 0.687 4.466  0.00
F: 2.967 4.006 2.665  0.00
F: 2.350 5.051 4.621  0.00
H: -0.080 0.445 -10.409  0.00
Rh: -0.420 0.478 0.967  0.83
O: -1.250 3.953 0.331  0.00
H: 0.763 1.360 7.325  0.00
H: 3.548 -3.484 -0.937  0.00
C: -0.083 -0.219 -3.178  0.01
C: 0.023 -2.652 -3.126  0.00
C: -0.078 1.072 -3.762  0.00
N: -2.058 1.946 1.048  -0.04
H: 2.719 -6.175 -0.106  0.00
C: 0.463 -2.673 -9.193  0.00
H: 2.585 -3.489 4.787  0.00
H: 4.436 -5.790 -0.104  0.00
P: 1.628 4.061 3.567  0.00
C: 2.529 -1.810 1.819  0.01
Te: 1.965 0.153 2.378  0.13
H: 2.108 -0.330 -0.560  -0.01
N: -0.223 0.865 -1.012  0.04
C: 0.299 -1.642 -10.105  0.00
H: 3.678 -6.456 1.347  0.00
H: -3.477 5.016 1.224  0.00
H: 1.084 -2.682 4.330  0.00
C: 0.044 -0.348 -9.686  0.00
H: -0.282 2.907 -0.902  0.00
H: -1.140 2.986 7.298  0.00
N: -0.003 -0.730 -6.028  0.00
O: -3.065 -0.041 1.464  0.02
C: 2.927 -2.027 0.491  0.01
H: 0.664 -3.677 -9.542  0.00
C: 0.110 -1.110 -7.395  0.00
C: -5.421 0.976 2.168  0.00
C: -1.799 2.312 5.357  0.00
H: 0.019 -3.631 -1.206  0.00
C: -0.006 -1.476 -3.875  -0.01
C: -0.132 2.183 -2.965  0.00
C: -2.903 3.305 5.188  0.00
C: -0.101 -1.503 -1.018  -0.03
N: -1.578 1.472 4.346  0.00

***

What maximum force values result from the calculations? In sequence: 4.8 2.7 2.2 1.0 eV Å⁻¹.